Entry from OMol25: an isolated molecule of C4H7NO (ωB97M-V/def2-TZVPD).

Atoms and positions in Å:
O1 -1.421 1.300 -1.128
N1 0.252 1.285 0.439
C1 -0.366 -1.891 -0.302
C2 0.507 -1.114 0.327
C3 0.984 0.205 -0.215
C4 -0.972 1.648 -0.058
H1 -1.498 2.350 0.620
H2 -0.717 -1.650 -1.303
H3 2.056 0.363 -0.055
H4 0.783 0.293 -1.284
H5 0.825 -1.352 1.345
H6 0.350 1.338 1.441
H7 -0.785 -2.774 0.173

Atomic forces in eV per Å
O 0.15 0.14 0.27
N -0.26 -0.02 -0.15
C 0.05 0.02 0.04
C -0.14 -0.13 -0.03
C 0.11 -0.05 -0.10
C 0.07 0.10 0.07
H -0.01 -0.16 -0.13
H 0.06 0.00 0.16
H -0.16 -0.07 0.02
H 0.02 -0.10 0.12
H -0.05 -0.03 -0.17
H 0.03 0.24 -0.01
H 0.14 0.05 -0.08

Computed properties:
Multiplicity: 1
SMILES: C=CCNC=O
Energy relative to the best compared isomer or geometry (same formula, charge and spin) in kJ/mol: 110.4
Total energy in Eh: -286.589598

Atom charges from the Mulliken analysis, given in e for atoms 1 to 4: O -0.5215; N -0.1946; C -0.6543; C -0.0347

---

Entry from OMol25: a structure of composition C4H7NO (ωB97M-V/def2-TZVPD).

Atoms and positions in Å:
O1 2.124 1.009 -0.760
N1 0.626 -0.013 0.213
C1 -0.371 -0.766 0.676
C2 -1.780 -0.444 0.292
C3 1.892 0.321 0.455
C4 0.753 0.747 -1.042
H1 -2.427 -1.310 0.465
H2 -0.146 -1.346 1.563
H3 2.657 -0.155 1.050
H4 0.622 0.102 -1.912
H5 -2.212 0.396 0.863
H6 -1.876 -0.188 -0.773
H7 0.138 1.649 -1.090

Atomic forces in eV per Å
O 0.10 -0.03 -0.01
N -0.02 -0.02 0.01
C 0.05 -0.04 0.10
C -0.09 -0.01 -0.09
C 0.17 -0.13 0.26
C -0.38 0.08 -0.28
H 0.11 0.13 -0.04
H -0.03 0.10 -0.07
H -0.09 0.05 -0.08
H -0.01 0.10 0.11
H 0.07 -0.09 -0.08
H 0.05 -0.06 0.15
H 0.09 -0.09 0.02

Computed properties:
Multiplicity: 1
Energy relative to the best compared isomer or geometry (same formula, charge and spin) in kJ/mol: 446.0
Total energy in Eh: -286.461776

Atom charges from the Mulliken analysis, given in e for atoms 1 to 4: O -0.4085; N 0.0441; C -0.1228; C -1.0558

---

Entry from OMol25: a structure of composition C4H7NO (ωB97M-V/def2-TZVPD).

Atoms and positions in Å:
O1 0.595 1.051 -0.430
N1 2.492 -0.031 0.333
C1 1.225 0.063 0.273
C2 -1.243 -0.475 -0.354
C3 0.378 -0.873 1.031
C4 -0.815 0.972 -0.362
H1 -0.870 -0.879 0.787
H2 2.932 0.780 -0.102
H3 -0.940 -1.056 -1.220
H4 0.719 -1.896 0.843
H5 -2.325 -0.585 -0.182
H6 -1.207 1.509 -1.229
H7 -1.171 1.469 0.550

Atomic forces in eV per Å
O 0.08 0.11 -0.02
N -0.44 0.13 0.03
C 0.16 -0.19 0.15
C 0.24 0.09 -0.30
C -0.24 0.01 -0.56
C -0.18 0.01 0.00
H 0.19 0.13 0.47
H -0.07 -0.11 -0.01
H 0.11 0.04 0.08
H -0.29 0.05 -0.07
H 0.39 -0.14 0.23
H 0.01 -0.07 0.08
H 0.03 -0.07 -0.09

Computed properties:
Multiplicity: 1
Energy relative to the best compared isomer or geometry (same formula, charge and spin) in kJ/mol: 470.3
Total energy in Eh: -286.452523

Atom charges from the Mulliken analysis, given in e for atoms 1 to 4: O -0.4100; N -0.7130; C 0.6189; C -0.6204

---

Entry from OMol25: a cluster of 3 separate species, C4H7NO in total in a non-equilibrium geometry (ωB97M-V/def2-TZVPD).

Atoms and positions in Å:
O1 -0.334 0.449 2.228
N1 -1.358 -1.553 -1.462
C1 0.625 1.257 -0.921
C2 0.497 0.238 -1.770
C3 -1.225 -0.177 1.704
C4 -0.531 -0.754 -1.607
H1 1.167 0.104 -2.614
H2 1.473 -0.851 1.564
H3 -1.072 -1.189 1.288
H4 -0.033 1.383 -0.069
H5 1.415 1.989 -1.048
H6 -2.240 0.250 1.592
H7 1.896 -1.248 1.095

Atomic forces in eV per Å
O -0.49 -0.25 -0.21
N 0.81 0.80 -0.13
C 0.00 -0.11 -0.11
C 0.06 0.20 0.11
C 0.24 0.16 0.18
C -0.72 -0.67 0.15
H -0.10 0.00 0.10
H 0.09 -0.05 -0.06
H 0.03 0.08 0.11
H 0.12 0.00 -0.18
H -0.08 -0.10 -0.04
H 0.08 -0.05 0.04
H -0.02 -0.01 0.04

Computed properties:
Multiplicity: 1
SMILES: C=CC#N.[H][H].C=O
Energy relative to the best compared isomer or geometry (same formula, charge and spin) in kJ/mol: 332.6
Total energy in Eh: -286.504950

Atom charges from the Mulliken analysis, given in e for atoms 1 to 4: O -0.4036; N -0.4107; C -0.5493; C -0.0423

---

Entry from OMol25: a structure of composition C4H7NO in a non-equilibrium geometry (ωB97M-V/def2-TZVPD).

Atoms and positions in Å:
O1 2.477 -0.592 -0.268
N1 1.877 0.606 -0.083
C1 -0.591 1.282 0.202
C2 -0.101 -0.779 -0.394
C3 0.609 0.491 -0.283
C4 -1.388 -0.061 0.101
H1 -2.236 -0.037 -0.599
H2 -0.946 2.063 -0.475
H3 -1.737 -0.453 1.055
H4 1.781 -1.387 0.236
H5 0.682 -1.586 0.438
H6 -0.059 -1.483 -1.220
H7 -0.488 1.702 1.210

Atomic forces in eV per Å
O -0.73 -2.22 1.20
N -0.91 0.20 -0.06
C 0.00 0.09 -0.17
C 1.02 -1.72 1.44
C 0.78 0.05 0.40
C 0.03 -0.33 0.30
H 0.45 -0.17 0.10
H 0.02 -0.12 0.06
H -0.10 0.15 0.01
H 2.39 2.45 -1.70
H -2.85 1.35 -0.99
H -0.15 0.40 -0.29
H 0.04 -0.13 -0.29

Computed properties:
Multiplicity: 1
Energy relative to the best compared isomer or geometry (same formula, charge and spin) in kJ/mol: 509.4
Total energy in Eh: -286.437637

Atom charges from the Mulliken analysis, given in e for atoms 1 to 4: O -0.3570; N -0.5252; C -0.4454; C -0.6714

---

Entry from OMol25: a cluster of 2 separate species, C4H7NO in total (ωB97M-V/def2-TZVPD).

Atoms and positions in Å:
O1 -2.465 -0.249 -0.674
N1 -1.833 -0.917 0.121
C1 -0.452 -0.578 0.164
C2 1.559 -0.106 0.285
C3 0.647 -1.121 1.044
C4 0.334 0.272 -0.516
H1 -2.023 2.014 -1.297
H2 1.955 0.703 0.909
H3 0.165 0.967 -1.331
H4 2.381 -0.549 -0.287
H5 -1.710 2.680 -1.409
H6 0.539 -0.945 2.119
H7 0.902 -2.172 0.873

Atomic forces in eV per Å
O 0.23 -0.35 0.31
N -0.18 0.32 -0.34
C 0.16 0.04 -0.03
C 0.15 0.05 -0.01
C -0.02 -0.15 0.16
C -0.13 0.03 -0.06
H 0.04 0.11 -0.02
H -0.05 -0.12 -0.09
H 0.01 -0.12 0.14
H -0.13 0.06 0.07
H -0.06 0.00 0.00
H 0.01 -0.01 -0.16
H -0.04 0.15 0.03

Computed properties:
Multiplicity: 1
SMILES: O=NC1=CCC1.[H][H]
Energy relative to the best compared isomer or geometry (same formula, charge and spin) in kJ/mol: 526.6
Total energy in Eh: -286.431088

Atom charges from the Mulliken analysis, given in e for atoms 1 to 4: O -0.2678; N -0.2239; C 0.2810; C -0.4226

---

Copy entry 4 word for word.
Entry from OMol25: a cluster of 3 separate species, C4H7NO in total in a non-equilibrium geometry (ωB97M-V/def2-TZVPD).

Atoms and positions in Å:
O1 -0.334 0.449 2.228
N1 -1.358 -1.553 -1.462
C1 0.625 1.257 -0.921
C2 0.497 0.238 -1.770
C3 -1.225 -0.177 1.704
C4 -0.531 -0.754 -1.607
H1 1.167 0.104 -2.614
H2 1.473 -0.851 1.564
H3 -1.072 -1.189 1.288
H4 -0.033 1.383 -0.069
H5 1.415 1.989 -1.048
H6 -2.240 0.250 1.592
H7 1.896 -1.248 1.095

Atomic forces in eV per Å
O -0.49 -0.25 -0.21
N 0.81 0.80 -0.13
C 0.00 -0.11 -0.11
C 0.06 0.20 0.11
C 0.24 0.16 0.18
C -0.72 -0.67 0.15
H -0.10 0.00 0.10
H 0.09 -0.05 -0.06
H 0.03 0.08 0.11
H 0.12 0.00 -0.18
H -0.08 -0.10 -0.04
H 0.08 -0.05 0.04
H -0.02 -0.01 0.04

Computed properties:
Multiplicity: 1
SMILES: C=CC#N.[H][H].C=O
Energy relative to the best compared isomer or geometry (same formula, charge and spin) in kJ/mol: 332.6
Total energy in Eh: -286.504950

Atom charges from the Mulliken analysis, given in e for atoms 1 to 4: O -0.4036; N -0.4107; C -0.5493; C -0.0423

---

> Which of these has the lowest total energy?

number 1

---

What did the sixth record say?
Entry from OMol25: a cluster of 2 separate species, C4H7NO in total (ωB97M-V/def2-TZVPD).

Atoms and positions in Å:
O1 -2.465 -0.249 -0.674
N1 -1.833 -0.917 0.121
C1 -0.452 -0.578 0.164
C2 1.559 -0.106 0.285
C3 0.647 -1.121 1.044
C4 0.334 0.272 -0.516
H1 -2.023 2.014 -1.297
H2 1.955 0.703 0.909
H3 0.165 0.967 -1.331
H4 2.381 -0.549 -0.287
H5 -1.710 2.680 -1.409
H6 0.539 -0.945 2.119
H7 0.902 -2.172 0.873

Atomic forces in eV per Å
O 0.23 -0.35 0.31
N -0.18 0.32 -0.34
C 0.16 0.04 -0.03
C 0.15 0.05 -0.01
C -0.02 -0.15 0.16
C -0.13 0.03 -0.06
H 0.04 0.11 -0.02
H -0.05 -0.12 -0.09
H 0.01 -0.12 0.14
H -0.13 0.06 0.07
H -0.06 0.00 0.00
H 0.01 -0.01 -0.16
H -0.04 0.15 0.03

Computed properties:
Multiplicity: 1
SMILES: O=NC1=CCC1.[H][H]
Energy relative to the best compared isomer or geometry (same formula, charge and spin) in kJ/mol: 526.6
Total energy in Eh: -286.431088

Atom charges from the Mulliken analysis, given in e for atoms 1 to 4: O -0.2678; N -0.2239; C 0.2810; C -0.4226

---

> What is the formula in the third record?

C4H7NO